C51H52AsF9N4O2PS6Sc as an isolated structure at a distorted geometry. Source: OMol25; level of theory: wB97M-V/def2-TZVPD.

- highest occupied orbital energy (eV) = -1.679
- gap between HOMO and LUMO (eV) = 4.94
- charge = -2
- M (g/mol) = 1267.24
- energy relative to the best compared isomer or geometry (same formula, charge and spin) (kcal per mole) = 46.8
- strongest force on any atom (eV/Å) = 1.2
- E_LUMO (eV) = 3.26

Geometry as XYZ:
```
127
Properties=species:S:1:pos:R:3:mulliken_charge:R:1
Sc 0.79 -0.18 -0.50 -0.062
O -0.33 0.89 1.26 1.561
N -0.11 1.27 2.51 0.566
C -0.45 2.52 2.87 -0.239
C -0.43 2.94 4.17 -1.080
C -0.04 2.04 5.17 -0.483
C 0.41 0.80 4.79 -1.142
C 0.46 0.40 3.43 0.390
S 1.20 -1.01 2.91 -0.273
H -0.79 3.15 2.07 0.084
H -0.75 3.95 4.41 0.422
H -0.09 2.31 6.21 0.446
H 0.76 0.08 5.51 0.454
S 0.46 1.31 -4.94 -0.644
As -0.54 -0.04 -3.65 0.578
S 0.83 -1.54 -2.90 -0.618
S -1.15 0.93 -1.74 -0.378
S -2.23 -0.87 -4.59 -0.588
N 3.61 0.07 -2.99 -0.027
C 3.03 1.29 -2.82 -0.210
C 3.47 2.36 -3.62 -0.752
C 2.95 3.61 -3.44 -0.615
C 2.00 3.80 -2.44 -1.191
C 1.62 2.71 -1.69 -0.782
N 2.12 1.46 -1.84 1.754
H 4.05 -0.07 -3.88 0.325
H 3.03 -0.71 -2.70 -0.223
H 4.20 2.16 -4.40 0.364
H 3.25 4.43 -4.07 0.380
H 1.53 4.76 -2.28 0.499
H 0.88 2.82 -0.91 0.461
C 3.03 2.43 3.23 -0.995
S 3.33 2.21 1.44 0.419
C 3.13 3.98 1.04 -1.084
O 2.13 1.54 0.89 -0.353
H 3.85 3.02 3.64 0.601
H 3.01 1.44 3.67 0.306
H 2.07 2.93 3.38 0.175
H 3.83 4.57 1.64 0.510
H 2.10 4.27 1.26 0.244
H 3.34 4.12 -0.01 0.250
C 5.99 -4.71 0.38 -1.632
C 5.22 -3.42 0.21 0.074
C 5.91 -2.22 0.05 -0.869
C 5.18 -1.04 -0.10 0.717
C 5.89 0.28 -0.24 -1.609
C 3.81 -1.09 -0.09 0.177
C 3.05 -2.29 0.05 0.359
C 3.84 -3.46 0.21 -0.939
N 1.70 -2.18 0.00 0.710
C 0.81 -3.34 0.11 1.239
C -0.63 -2.80 0.01 -1.545
C -1.67 -3.91 0.13 0.900
C -1.52 -4.61 1.47 -1.253
C -0.11 -5.20 1.57 0.455
C 0.11 -6.20 0.44 -1.679
C -0.05 -5.49 -0.91 0.377
C -1.46 -4.90 -1.02 -1.839
C 0.99 -4.37 -1.02 -0.731
C 0.92 -4.06 1.48 -0.528
H 7.07 -4.52 0.41 0.407
H 5.79 -5.40 -0.44 0.291
H 5.71 -5.21 1.31 0.303
H 7.00 -2.21 0.04 0.253
H 6.82 0.16 -0.81 0.409
H 6.16 0.69 0.74 0.261
H 5.26 1.00 -0.75 0.134
H 3.25 -0.16 -0.19 0.214
H 3.38 -4.43 0.33 0.591
H -0.76 -2.33 -0.97 0.150
H -0.78 -2.05 0.80 -0.628
H -2.68 -3.47 0.04 0.371
H -2.27 -5.41 1.57 0.692
H -1.68 -3.90 2.29 -0.008
H 0.00 -5.71 2.54 0.401
H -0.62 -7.02 0.52 0.565
H 1.11 -6.63 0.51 0.557
H 0.10 -6.21 -1.72 0.271
H -2.21 -5.70 -0.97 0.551
H -1.57 -4.39 -1.97 0.546
H 0.88 -3.86 -1.98 0.124
H 1.99 -4.81 -1.01 0.513
H 1.92 -4.46 1.63 0.468
H 0.74 -3.34 2.27 -0.063
F -5.13 6.91 -0.18 -0.284
C -3.90 6.56 0.26 0.832
F -3.02 7.23 -0.52 -0.281
F -3.79 7.11 1.50 -0.280
C -3.67 5.09 0.29 0.168
C -4.69 4.24 0.70 -1.157
C -4.46 2.88 0.79 -0.402
C -3.20 2.34 0.52 -0.126
C -2.19 3.22 0.13 -0.289
C -2.42 4.58 0.00 -0.354
P -2.89 0.50 0.59 1.679
C -3.38 0.19 2.35 -0.027
C -3.35 -1.16 2.72 -0.185
C -3.45 -1.55 4.04 -0.938
C -3.59 -0.59 5.04 0.424
C -3.62 0.76 4.69 -0.994
C -3.52 1.14 3.36 -0.549
C -3.70 -0.97 6.47 0.755
F -2.82 -0.31 7.26 -0.267
F -3.52 -2.28 6.69 -0.304
F -4.93 -0.67 6.99 -0.291
C -4.50 0.07 -0.24 0.364
C -5.66 -0.35 0.44 -0.305
C -6.82 -0.62 -0.26 -1.118
C -6.85 -0.50 -1.64 0.511
C -5.70 -0.13 -2.33 -1.165
C -4.55 0.16 -1.63 -0.268
C -8.12 -0.82 -2.35 0.841
F -8.51 -2.11 -2.17 -0.277
F -9.16 -0.07 -1.88 -0.281
F -8.08 -0.61 -3.68 -0.290
H -5.67 4.65 0.93 0.424
H -5.27 2.22 1.08 0.586
H -1.21 2.83 -0.07 -0.372
H -1.63 5.24 -0.35 0.578
H -3.23 -1.91 1.95 0.409
H -3.41 -2.60 4.31 0.529
H -3.71 1.51 5.46 0.356
H -3.55 2.19 3.12 0.226
H -5.65 -0.45 1.51 0.341
H -7.72 -0.92 0.27 0.374
H -5.70 -0.07 -3.41 0.482
H -3.66 0.44 -2.18 0.120
```